Record 1
Here is CH8N7O3 as an isolated structure at a distorted geometry from OMol25. Energies are from ωB97M-V/def2-TZVPD.

Structure (XYZ):
```
19
Properties=species:S:1:pos:R:3:forces:R:3:nbo_charge:R:1
C 0.45053 1.06645 -0.43634 2.6 1.6 -2.3 0.78
N 1.70945 0.83088 -0.07836 0.1 -0.3 2.4 -0.79
N -1.63839 1.80456 0.34173 3.7 2.9 0.0 -0.63
N 0.00073 -2.94223 -2.21183 2.2 -1.6 -1.5 -0.51
N -0.46871 1.03027 0.51229 -2.3 0.3 -1.3 -0.13
N -0.20559 -1.67829 -2.23637 -0.5 0.7 1.3 0.24
N -1.15880 0.70067 -2.26632 -0.4 -1.3 -2.4 0.49
N -0.02013 0.79561 1.75758 -0.1 -2.3 3.2 -0.67
O 0.30091 1.46471 -1.67440 -0.6 -0.3 1.1 -0.55
O -0.94208 0.21141 -3.25535 -0.4 2.2 1.0 -0.09
O -0.56717 -1.08461 -1.22652 0.2 -2.1 0.1 -0.41
H 2.51117 1.22846 -0.57738 -0.8 -0.4 0.1 0.44
H -1.39533 2.46437 -0.42278 -0.7 -0.4 0.9 0.38
H -2.45725 1.36188 0.14948 -2.5 -2.3 -0.7 0.37
H 0.55202 -3.14727 -3.12252 -1.5 -0.4 2.2 0.43
H 0.06339 -3.60507 -1.36788 -0.2 1.7 -1.3 0.42
H -0.25767 -0.21735 2.09882 0.2 2.8 -0.6 0.40
H 1.66651 0.78018 0.98595 1.0 0.0 -1.5 0.43
H -0.28060 1.54968 2.42666 0.0 -0.9 -0.7 0.41
```
Positions in Å, forces in eV/Å.

Its LUMO energy is -0.1560 Eh. Its HOMO energy is -13.24 eV. The value obtained for the gap between HOMO and LUMO is 9.0 eV. As for the total charge: +1.

Record 2
Here is C45H73BClN8O2P2Pt as an isolated structure from OMol25. Energies are from ωB97M-V/def2-TZVPD.

Structure (XYZ):
```
133
Properties=species:S:1:pos:R:3:forces:R:3:lowdin_charge:R:1
Pt -1.09335 -0.11446 1.11314 -0.3 0.0 -0.9 0.78
C -0.32132 -3.32205 -1.37752 0.0 0.0 0.0 -0.09
C -1.10689 -3.46978 -0.07138 0.0 0.0 0.0 -0.66
C -2.53352 -2.96003 -0.30355 0.0 0.0 0.0 -0.10
C -1.19318 -4.96371 0.26989 0.0 0.0 -0.1 -0.07
P -0.35683 -2.36357 1.25843 0.1 -0.1 0.1 1.05
C -1.08053 -3.03638 2.84730 0.0 0.0 0.0 -0.23
N -2.06574 -2.07260 3.25254 0.0 0.0 0.0 -0.03
B -2.19684 -0.81129 2.59626 0.0 0.0 0.2 -0.78
N -3.32828 -0.17953 3.19568 0.1 0.0 0.1 -0.02
C -3.81620 1.09796 2.76697 0.0 0.0 0.0 -0.25
P -2.66730 1.65665 1.39742 -0.1 0.1 0.2 1.05
C -2.08902 3.30836 2.06774 0.1 0.0 0.1 -0.67
C -3.20773 4.32196 2.33564 0.0 0.0 0.0 -0.08
C -1.38463 2.98645 3.39535 -0.1 -0.1 0.0 -0.10
C -1.04775 3.92918 1.13760 0.1 0.0 0.0 -0.08
C -3.85932 1.85062 -0.03844 -0.1 0.0 0.1 -0.67
C -5.04213 2.79025 0.22998 0.0 0.0 -0.1 -0.08
C -3.13755 2.34156 -1.29458 0.0 0.0 0.0 -0.08
C -4.41957 0.44492 -0.30317 0.0 0.0 0.0 -0.09
C -3.85763 -1.02363 4.17076 0.0 0.0 0.0 -0.16
C -4.94073 -0.86849 5.01485 0.0 0.0 0.0 -0.01
C -5.23345 -1.90223 5.90184 0.0 0.0 0.0 -0.09
C -4.46122 -3.05651 5.93982 0.0 0.0 0.0 -0.09
C -3.36797 -3.21931 5.09127 0.0 0.0 0.0 -0.01
C -3.07410 -2.19807 4.20782 0.0 0.0 0.0 -0.16
C 1.47473 -2.71795 1.41951 0.0 0.0 0.0 -0.67
C 2.20749 -1.86561 0.38140 0.1 0.0 0.0 -0.10
C 1.92279 -2.26695 2.81611 0.0 0.0 0.0 -0.09
C 1.85852 -4.19263 1.26967 0.0 0.0 0.0 -0.08
H -0.89434 -3.77913 -2.18863 0.0 0.0 0.0 0.10
H 0.64596 -3.81895 -1.33837 0.0 0.0 0.0 0.07
H -0.14404 -2.27839 -1.62562 0.0 0.1 0.0 0.03
H -3.00563 -3.56240 -1.08382 0.0 0.0 0.0 0.10
H -2.52354 -1.91944 -0.62299 0.0 0.0 0.0 0.03
H -3.14795 -3.03219 0.59755 0.0 0.0 0.0 0.09
H -1.72225 -5.45682 -0.54966 0.0 0.0 0.0 0.09
H -1.76580 -5.16796 1.17191 0.0 0.0 0.0 0.07
H -0.22016 -5.43990 0.35945 0.0 0.0 0.0 0.07
H -0.28992 -3.15052 3.59140 0.0 0.0 0.0 0.09
H -1.52341 -4.01900 2.68948 0.0 0.0 0.0 0.09
H -3.80642 1.82582 3.57972 0.0 0.0 0.0 0.09
H -4.84240 1.03929 2.39755 0.0 0.0 0.0 0.09
H -4.09096 3.88379 2.80156 0.0 0.0 0.0 0.08
H -3.51814 4.84072 1.43099 0.0 0.0 0.0 0.07
H -2.82113 5.07850 3.02268 0.0 0.0 0.0 0.09
H -2.07840 2.66364 4.17209 0.0 0.0 0.0 0.08
H -0.89646 3.89514 3.75530 0.0 0.0 0.0 0.10
H -0.62593 2.21566 3.26179 0.0 0.1 0.0 0.03
H -1.46104 4.21927 0.17212 0.0 0.0 0.0 0.07
H -0.21424 3.24700 0.97884 0.0 0.0 0.1 0.05
H -0.64802 4.83041 1.60924 0.0 0.0 0.0 0.10
H -4.75348 3.83724 0.19159 0.0 0.0 0.0 0.07
H -5.54379 2.60342 1.17924 0.0 0.0 0.0 0.08
H -5.77992 2.63085 -0.56063 0.0 0.0 0.0 0.10
H -2.75713 3.35630 -1.18366 0.0 0.0 0.0 0.07
H -3.85347 2.34951 -2.12037 0.0 0.0 0.0 0.09
H -2.31102 1.69131 -1.56940 0.0 0.0 0.0 0.05
H -5.12603 0.12967 0.46628 0.0 0.0 0.0 0.09
H -3.62586 -0.29751 -0.35775 0.0 0.0 0.0 0.03
H -4.95344 0.45158 -1.25644 0.0 0.0 0.0 0.10
H -5.54651 0.02868 4.98731 0.0 0.0 0.0 0.11
H -6.07711 -1.80311 6.57132 0.0 0.0 0.0 0.10
H -4.71171 -3.84330 6.63838 0.0 0.0 0.0 0.10
H -2.76806 -4.12035 5.12305 0.0 0.0 0.0 0.11
H 2.02713 -0.80102 0.54302 0.0 0.0 0.0 0.05
H 1.92126 -2.10951 -0.64135 0.0 0.0 0.0 0.05
H 3.28292 -2.04382 0.46603 0.0 0.0 0.0 0.10
H 1.44077 -1.34061 3.11429 0.0 0.1 0.0 0.05
H 3.00215 -2.09513 2.79448 0.0 0.0 0.0 0.10
H 1.73222 -3.02970 3.57168 0.0 0.0 0.0 0.08
H 1.74085 -4.56346 0.25356 0.0 0.0 0.0 0.07
H 1.29454 -4.83713 1.94666 0.0 0.0 0.0 0.09
H 2.91564 -4.29414 1.52859 0.0 0.0 0.0 0.10
C 2.97395 0.90752 -7.27881 0.0 0.0 0.0 -0.04
C 1.63771 1.18234 -6.57500 0.0 0.0 0.0 -0.52
C 0.53154 0.45175 -7.34517 0.0 0.0 0.0 -0.04
C 1.37867 2.69569 -6.65622 0.0 0.0 0.0 -0.04
C 1.70872 0.72442 -5.06801 0.0 0.0 0.0 -0.43
O 2.66140 1.50761 -4.37148 0.0 0.1 -0.1 0.00
C 2.05937 -0.77096 -4.95554 0.0 0.0 0.0 -0.09
C 2.40019 -1.32873 -3.56402 0.0 0.0 0.0 -0.12
C 3.71318 -0.85847 -2.98323 0.0 0.0 0.0 -0.23
C 4.92358 -1.30912 -3.50105 0.0 0.0 0.0 -0.03
C 6.13574 -0.88970 -2.96859 0.0 0.0 0.0 -0.10
C 6.13254 -0.01053 -1.89885 0.0 0.0 0.0 -0.67
Cl 7.64050 0.51314 -1.20956 0.0 0.0 0.0 0.66
C 4.94266 0.45426 -1.36318 0.0 0.0 0.0 -0.09
C 3.74612 0.02879 -1.91345 0.0 0.0 0.1 -0.04
C 0.34552 1.05098 -4.41383 0.0 0.0 0.0 -0.03
N 0.31327 1.08573 -2.95653 0.0 0.0 0.0 -0.08
C -0.32328 0.24986 -2.13554 -0.2 0.0 -0.1 -0.18
N -0.14958 0.62628 -0.88070 0.2 0.0 0.4 -0.02
C 0.62811 1.74290 -1.00306 0.0 0.0 0.0 -0.21
N 0.90859 2.06101 -2.24124 0.0 -0.1 0.0 0.16
H 2.94145 1.33634 -8.28071 0.0 0.0 0.0 0.09
H 3.18427 -0.15497 -7.39491 0.0 0.0 0.0 0.08
H 3.81618 1.37699 -6.76496 0.0 0.0 0.0 0.09
H 0.51970 0.80442 -8.37791 0.0 0.0 0.0 0.09
H -0.46015 0.64926 -6.93323 0.0 0.0 0.0 0.08
H 0.68745 -0.62749 -7.37490 0.0 0.0 0.0 0.08
H 1.62561 3.05221 -7.65672 0.0 0.0 0.0 0.09
H 1.98841 3.24302 -5.93863 0.0 0.0 0.0 0.09
H 0.33124 2.95067 -6.48765 0.0 0.0 0.0 0.08
H 3.54698 1.24338 -4.64480 0.0 0.0 0.0 0.10
H 2.92527 -0.96514 -5.59049 0.0 0.0 0.0 0.11
H 1.23963 -1.35681 -5.37835 0.0 0.0 0.0 0.12
H 2.43525 -2.41802 -3.66188 0.0 0.0 0.0 0.12
H 1.60656 -1.11838 -2.84919 0.0 0.0 0.0 0.08
H 4.92879 -2.01068 -4.32858 0.0 0.0 0.0 0.12
H 7.07312 -1.24801 -3.37081 0.0 0.0 0.0 0.11
H 4.94477 1.14648 -0.53159 0.0 0.0 0.0 0.10
H 2.82268 0.41049 -1.50062 0.0 0.0 0.0 0.09
H -0.38862 0.30361 -4.71316 0.0 0.0 0.0 0.13
H -0.00399 2.02254 -4.75062 0.0 0.0 0.0 0.12
H -0.93298 -0.56479 -2.48986 0.0 0.0 0.0 0.14
H 1.01886 2.28255 -0.16090 0.0 0.0 0.0 0.08
C 4.56412 2.41432 2.75780 0.0 0.0 0.0 0.00
N 3.39015 1.88719 3.44756 0.0 0.0 0.0 -0.04
C 3.37625 1.72780 4.79013 0.0 0.0 0.0 -0.04
C 2.30689 1.21129 5.43241 0.0 0.0 0.0 0.00
C 1.20128 0.83734 4.61168 0.0 0.0 -0.1 -0.40
N 1.20240 0.98160 3.29989 0.2 0.0 0.1 0.15
C 2.28876 1.50004 2.66663 0.0 0.0 0.0 -0.49
O 2.35448 1.63935 1.45088 0.0 0.0 0.0 0.02
N 0.09645 0.30309 5.16519 0.0 0.0 0.0 0.20
H 5.19145 2.93319 3.47835 0.0 0.0 0.0 0.09
H 4.24396 3.10437 1.98302 0.0 0.0 0.0 0.09
H 5.13106 1.60750 2.29350 0.0 0.0 0.0 0.10
H 4.26979 2.04099 5.31325 0.0 0.0 0.0 0.14
H 2.29824 1.08979 6.50421 0.0 0.0 0.0 0.11
H 0.04020 0.11878 6.14975 0.0 0.0 0.0 0.12
H -0.65090 -0.00657 4.56246 0.0 0.0 0.0 0.08
```
Positions in Å, forces in eV/Å.

Its LUMO energy is -0.0578 Eh. Its HOMO energy is -9.93 eV. The value obtained for the gap between HOMO and LUMO is 8.4 eV. As for the total charge: +1.

Record 3
Here is a 3-piece molecular cluster, C15H31BrNO7P2 overall at a distorted geometry from OMol25. Energies are from ωB97M-V/def2-TZVPD.

Structure (XYZ):
```
57
Properties=species:S:1:pos:R:3:forces:R:3:nbo_charge:R:1
C -1.26668 1.96577 1.54552 -0.1 -0.3 0.0 -0.65
C -1.67425 2.55253 0.21979 0.2 0.5 0.7 -0.06
C -3.11916 2.34835 -0.22611 0.2 -0.1 -0.6 -0.26
Br -3.86781 0.62026 0.20265 -0.3 0.0 0.2 0.06
C -3.10903 2.57283 -1.74612 0.3 -0.6 -0.1 -0.46
C -1.65921 2.85999 -2.09819 -0.2 1.4 0.1 -0.22
N -0.77570 2.29517 -0.98543 -0.6 0.0 -0.5 -0.45
C -0.56084 0.82828 -1.35563 0.1 -0.2 0.2 -0.23
C 0.25758 -0.07168 -0.42419 -0.6 -0.4 -0.2 -0.45
C -0.55388 -1.25831 0.12652 0.5 0.3 0.3 -0.55
C -0.26959 -1.65880 1.55877 0.0 -0.7 0.3 0.80
O -0.54218 -2.74535 1.97628 -0.1 0.5 -0.1 -0.51
O 0.25749 -0.70166 2.40043 0.1 0.0 -0.2 -0.74
P 0.70008 3.37689 -1.17180 0.4 -0.2 -0.8 0.40
P 2.45205 2.50762 -0.17847 0.6 -0.6 0.2 2.11
O 2.92703 1.37495 -0.95338 -0.3 0.0 0.0 -1.03
O 3.44335 3.74792 -0.23729 -0.4 0.2 0.1 -0.96
O 2.22916 2.17276 1.36749 -0.1 0.2 -0.1 -0.97
H -1.66730 2.59570 2.33390 -0.1 0.1 0.1 0.25
H -0.19751 1.90056 1.67691 0.2 0.1 0.0 0.23
H -1.67338 0.97609 1.70276 0.1 -0.2 0.0 0.26
H -1.60046 3.63180 0.35376 0.1 0.2 -0.3 0.22
H -3.71261 3.12273 0.23891 -0.3 -0.2 0.4 0.25
H -3.44943 1.69431 -2.28024 -0.2 -0.1 0.0 0.25
H -3.74467 3.40544 -2.01513 -0.1 0.1 -0.2 0.25
H -1.31268 2.59283 -3.08755 0.1 -0.6 0.0 0.26
H -1.53746 3.94487 -2.07091 0.2 0.1 0.2 0.22
H -0.12506 0.83385 -2.34862 0.2 0.2 -0.1 0.23
H -1.56580 0.43133 -1.45962 -0.2 0.0 0.0 0.24
H 0.69069 0.46887 0.39865 0.2 0.3 0.1 0.22
H 1.06227 -0.47556 -1.02135 0.4 0.1 0.1 0.26
H -1.62227 -1.07331 0.06253 -0.2 0.0 0.1 0.24
H -0.37161 -2.14605 -0.45506 -0.1 -0.2 -0.2 0.29
H 1.15840 -0.51457 2.09466 0.2 0.0 0.2 0.50
H 0.30937 4.42876 -0.32119 -0.1 -0.2 0.4 -0.01
H 3.28739 4.41599 0.44261 0.3 0.2 0.0 0.51
H 1.98082 2.93584 1.90430 0.0 -0.1 0.2 0.51
C 3.49372 -2.18190 4.49093 -0.2 0.0 -0.1 -0.73
C 3.97313 -1.59494 3.18791 0.1 -0.1 0.2 0.62
O 3.27427 -1.59912 2.19910 -0.2 0.3 -0.2 -0.58
C 5.36279 -1.00931 3.16841 -0.1 0.0 -0.2 -0.72
H 2.48492 -2.56860 4.36836 0.0 0.0 0.0 0.25
H 4.15572 -2.99139 4.80103 0.1 0.1 0.1 0.24
H 3.49642 -1.41724 5.26945 0.1 0.0 0.0 0.23
H 6.09434 -1.77455 3.43026 0.0 0.0 0.1 0.24
H 5.43643 -0.19953 3.89607 0.0 -0.1 0.1 0.23
H 5.58483 -0.62538 2.17575 0.0 0.0 0.0 0.24
C -1.27701 -4.28117 -3.86782 0.1 0.1 0.1 -0.72
C -2.18309 -3.71618 -2.80450 0.0 -0.1 0.0 0.61
O -1.74038 -3.17613 -1.81384 -0.1 0.0 -0.2 -0.58
C -3.66698 -3.85969 -3.02587 0.0 0.1 0.2 -0.72
H -0.23842 -4.11917 -3.59077 0.0 0.0 0.0 0.24
H -1.45542 -5.35122 -3.97930 -0.1 0.0 -0.1 0.24
H -1.47659 -3.79755 -4.82534 -0.1 -0.1 0.0 0.23
H -3.93122 -4.91460 -3.10673 0.0 0.0 -0.1 0.24
H -3.95745 -3.36036 -3.95157 0.0 -0.1 -0.1 0.23
H -4.20712 -3.41895 -2.19168 0.0 0.0 0.0 0.23
```
Positions in Å, forces in eV/Å.

Its LUMO energy is -0.1175 Eh. Its HOMO energy is -11.64 eV. The value obtained for the gap between HOMO and LUMO is 8.4 eV. As for the total charge: +1.

Record 4
Here is C23H19N5O2 in the gas phase at a distorted geometry from OMol25. Energies are from ωB97M-V/def2-TZVPD.

Structure (XYZ):
```
49
Properties=species:S:1:pos:R:3:forces:R:3:nbo_charge:R:1
C 3.05356 4.50542 -6.20454 -3.7 -2.2 2.5 -0.41
N 2.78434 3.61858 -4.97963 1.4 0.9 -0.9 -0.64
C 3.63626 2.49176 -4.63726 1.4 6.7 -12.2 0.64
O 4.50799 2.19291 -5.49824 -1.0 0.3 2.5 -0.62
C 3.17356 1.84188 -3.64119 6.4 -5.8 8.8 -0.22
C 2.03074 1.94671 -3.02934 1.8 -2.4 3.9 -0.17
C 1.79217 1.40527 -1.83809 0.9 -4.9 3.9 -0.25
C 2.87673 0.45089 -1.16236 -3.5 4.9 -3.5 0.24
N 2.50549 -0.15535 -0.03184 11.3 1.5 3.8 -0.57
C 1.55664 -0.50979 0.76315 -5.3 -1.7 -9.9 0.38
N 1.47150 -0.52527 1.92797 3.6 2.6 10.8 -0.28
N 0.43935 -0.52195 2.68266 -5.7 -2.3 -0.4 -0.18
C -0.85405 -0.93971 2.08412 8.9 1.2 0.7 0.18
C -1.78806 -1.21096 3.08445 -5.9 5.1 -10.9 -0.15
C -1.71501 -1.47171 4.26039 4.0 -4.4 12.7 -0.12
C -2.88067 -1.61535 5.16793 7.7 -1.3 1.8 -0.19
C -4.01604 -1.33918 4.74165 -7.5 2.5 -3.3 -0.10
C -5.17407 -1.34942 5.70811 -5.5 10.0 -13.6 0.62
N -5.26672 -2.02168 6.65435 12.1 -10.5 5.7 -0.67
O -6.27585 -0.69953 5.34898 3.7 -1.0 0.7 -0.70
C -4.23185 -0.80322 3.32903 -1.2 0.6 3.0 -0.19
C -3.11861 -0.64996 2.62569 -0.6 -0.1 -3.7 -0.19
C -0.76253 -1.28059 0.71025 -1.3 -2.9 1.5 -0.05
C -1.80263 -2.20626 0.22325 1.4 4.2 -1.6 -0.20
C -1.66322 -2.36299 -1.13485 -2.8 -4.8 -3.0 -0.21
C -0.56004 -2.25777 -2.01373 4.2 3.2 3.5 -0.19
C 0.64989 -1.40208 -1.33176 -7.2 -4.5 -0.1 -0.13
C 0.50877 -1.09291 0.04788 -4.0 -0.2 -2.9 -0.12
C 4.19486 0.55983 -1.69524 -0.7 -1.4 2.8 -0.31
C 4.32331 1.29165 -2.81293 2.7 0.2 -3.7 -0.08
H 3.23639 5.52269 -6.01378 0.4 1.1 0.4 0.20
H 3.67862 4.01936 -6.81625 3.6 -1.5 -1.5 0.23
H 2.20369 4.33349 -6.85643 -1.0 0.8 0.2 0.19
H 2.05870 3.95254 -4.34184 0.8 -0.2 -0.4 0.38
H 1.32985 2.25032 -3.56475 -6.6 3.2 -4.1 0.20
H 0.73985 1.24473 -1.47783 1.3 0.5 -0.2 0.22
H 3.46252 0.02978 0.68488 -3.2 -1.1 -2.2 0.39
H -0.60275 -1.70129 4.65945 -2.8 0.4 -0.6 0.24
H -2.78874 -1.90389 6.22965 0.6 0.2 -0.7 0.21
H -4.54968 -2.94519 6.60876 -2.1 3.3 0.7 0.36
H -5.94793 -2.26174 7.12923 -8.8 -1.8 5.4 0.39
H -5.21624 -0.30481 3.06123 1.3 -1.1 0.5 0.26
H -3.33024 -0.16492 1.50339 1.3 -1.3 3.1 0.23
H -2.83175 -2.27144 0.62384 1.2 -0.3 0.3 0.25
H -2.58618 -3.02973 -1.58673 2.2 1.8 0.8 0.20
H -0.40662 -2.80316 -2.98638 -0.5 1.1 1.1 0.25
H 1.48910 -1.22800 -1.86952 2.3 0.3 -1.5 0.21
H 5.09570 0.07265 -1.16833 -1.6 0.8 -0.9 0.23
H 5.56988 1.29941 -3.16745 -4.3 0.5 0.4 0.25
```
Positions in Å, forces in eV/Å.

Its LUMO energy is -0.0436 Eh. Its HOMO energy is -8.01 eV. The value obtained for the gap between HOMO and LUMO is 6.8 eV. As for the total charge: 0.

Question: Which of these has the lowest total charge?
Answer: C23H19N5O2